1.
Molecular formula: C4H13NP
Method: DFT, ωB97M-V/def2-TZVPD

SMILES: C[C@@H]([NH3+])P(C)C
LUMO in Ha: -0.1337
Total charge: +1
M in g mol⁻¹: 106.1
Kohn-Sham gap in eV: 9.6
Energy above the lowest of the compared OMol25 structures with the same formula, charge and spin in kcal/mol: 38.8

Atoms and positions in Å:
C 0.4890 1.1136 -1.6721
C 0.1700 1.3319 1.8756
C 0.0534 -1.4971 1.5542
C -0.3656 0.1270 -0.8956
N -0.5076 -1.0680 -1.6815
P 0.8065 -0.0498 0.6890
H 1.4756 0.7701 -1.8104
H 0.1234 1.5013 -2.5758
H 0.6141 1.9447 -1.0328
H 0.3286 2.2137 1.2930
H 0.8932 1.1774 2.6842
H -0.7828 1.4757 2.2700
H 0.8090 -2.2394 1.7205
H -0.8656 -1.9034 1.2271
H -0.2880 -1.0757 2.5049
H -1.4449 0.3862 -0.6273
H -1.0036 -1.7993 -1.0468
H -0.9424 -1.0248 -2.6348
H 0.4376 -1.3842 -1.8414

Atoms 1-3, force components in eV/Å:
C -1.2 0.2 0.9
C 2.3 -1.1 -1.8
C 0.4 1.2 1.0

***

2.
Molecular formula: C4H16N2O2
Method: DFT, ωB97M-V/def2-TZVPD

SMILES: NCCCCN.O.O
LUMO in Ha: 0.0241
M in g mol⁻¹: 124.2
Kohn-Sham gap in eV: 10.1
Energy above the lowest of the compared OMol25 structures with the same formula, charge and spin in kcal/mol: 30.6

Atoms and positions in Å:
C 1.6330 0.6182 0.3487
C 0.2785 -0.1116 0.6637
C 0.2546 -0.7096 2.0955
N -0.3804 -2.0611 1.9800
C 1.4399 1.6745 -0.7475
N 2.4175 2.7877 -0.5563
H 2.4371 -0.1218 0.2630
H 1.8412 1.2278 1.2496
H 0.0579 -0.8605 -0.1114
H -0.6541 0.3795 0.3421
H -0.2971 0.0660 2.6713
H 1.3199 -0.7555 2.3265
H -0.5477 -2.3791 2.9287
H -1.2957 -1.9785 1.5529
H 1.7587 1.1469 -1.6668
H 0.4090 1.9296 -0.8972
H 2.0575 3.6240 -1.0060
H 2.4964 3.0281 0.4286
H -5.3234 1.8378 -4.2217
H -4.3194 1.3957 -3.0757
O -5.2503 1.5195 -3.3063
H -0.1071 -3.6405 0.2729
H 0.1858 -4.6250 -0.9636
O -0.4118 -3.9921 -0.5709

Atoms 1-3, force components in eV/Å:
C -2.3 1.0 1.3
C 0.1 -0.6 -1.3
C -0.9 0.4 -2.6

***

3.
Molecular formula: CH4NO4S2
Method: DFT, ωB97M-V/def2-TZVPD

LUMO in Ha: 0.1313
Total charge: -1
M in g mol⁻¹: 158.2
Kohn-Sham gap in eV: 8.6
Energy above the lowest of the compared OMol25 structures with the same formula, charge and spin in kcal/mol: 0.0

Atoms and positions in Å:
C -2.7351 -0.3264 -0.4150
N 2.6726 -0.0721 0.9577
O 1.6733 -0.2814 -1.3370
O -1.7429 1.7756 -1.3419
O 0.3469 0.7592 0.4408
O 0.7607 -1.6354 0.4843
S -1.3943 0.3759 -1.0514
S 1.2471 -0.3473 0.0421
H -3.5955 0.2389 -0.1060
H -2.6680 -1.3606 -0.1369
H 3.0784 0.7621 0.5664
H 2.3568 0.1115 1.8969

Atoms 1-3, force components in eV/Å:
C 1.5 0.2 -0.4
N -0.5 -0.6 -0.6
O 0.2 0.1 0.0